Record 1
Here is a 2-piece molecular cluster, H4O2 overall from the OMol25 dataset. Energies are from wB97M-V/def2-TZVPD.

Geometry as XYZ:
```
6
Properties=species:S:1:pos:R:3:forces:R:3:lowdin_charge:R:1
H 0.769 0.394 -0.287 1.075 -1.691 -0.324 0.033
H 2.013 0.084 0.473 0.626 -0.135 0.316 0.016
H -1.391 0.730 -0.058 -0.126 -1.385 -0.236 0.068
O 1.526 -0.266 -0.271 -1.289 1.607 0.026 -0.088
O -1.257 -0.226 -0.283 -0.091 1.850 -0.259 -0.064
H -1.661 -0.717 0.426 -0.195 -0.246 0.476 0.035
```
Positions in Å, forces in eV/Å.

Multiplicity = 1
Molar mass = 36.030 g/mol
Strongest force on any atom = 2.06 eV/A
Gap between HOMO and LUMO = 11.602 eV
HOMO level = -0.4022 Ha
Energy above the lowest of the compared OMol25 structures with the same formula, charge and spin = 35.0 kJ/mol

=====

Record 2
Here is a 2-piece molecular cluster, C2H5N overall from the OMol25 dataset. Energies are from wB97M-V/def2-TZVPD.

Geometry as XYZ:
```
8
Properties=species:S:1:pos:R:3:forces:R:3:lowdin_charge:R:1
N 1.681 -1.772 0.678 1.157 -1.779 2.037 0.065
H -1.502 2.152 -0.126 0.757 -0.298 1.550 0.002
C 1.256 -0.999 -0.040 -1.125 2.016 -2.206 -0.073
C -1.287 1.147 -0.537 4.685 1.811 1.905 -0.100
H -0.969 0.305 0.285 -1.322 2.265 -2.753 0.055
H 2.106 -2.239 1.440 0.128 -0.358 0.193 0.067
H -2.099 1.309 -1.104 -3.664 -1.949 -2.208 -0.063
H -0.484 1.552 -1.283 -0.615 -1.706 1.481 0.048
```
Positions in Å, forces in eV/Å.

Multiplicity = 1
Molar mass = 43.069 g/mol
Strongest force on any atom = 5.37 eV/A
Gap between HOMO and LUMO = 12.594 eV
HOMO level = -0.4188 Ha
Energy above the lowest of the compared OMol25 structures with the same formula, charge and spin = 218.7 kJ/mol

=====

Record 3
Here is C2H3ClN2O as an isolated structure from the OMol25 dataset. Energies are from wB97M-V/def2-TZVPD.

Geometry as XYZ:
```
9
Properties=species:S:1:pos:R:3:forces:R:3:lowdin_spin:R:1
O -0.813 -1.141 -0.484 2.064 -0.517 -1.672 0.271
C 1.111 1.619 -0.280 0.471 -0.002 0.416 0.565
H 1.308 -1.484 -0.380 0.067 0.139 0.682 0.008
C 0.823 -0.774 0.298 -1.736 -0.518 -0.447 0.215
Cl -2.589 0.683 0.001 -0.018 1.171 -0.356 0.072
N 0.931 0.485 0.069 0.992 2.465 -1.233 0.184
H 0.493 -0.884 1.312 0.238 -1.201 0.521 0.003
N -1.817 -0.952 0.179 -1.769 -1.199 2.075 0.609
H 0.552 2.448 -0.715 -0.310 -0.339 0.013 0.073
```
Positions in Å, forces in eV/Å.

Multiplicity = 3
Molar mass = 106.512 g/mol
Strongest force on any atom = 2.98 eV/A
Gap between HOMO and LUMO (alpha / beta) = 7.195 / 6.952 eV
HOMO level (alpha / beta) = -0.2593 / -0.3225 Ha
Energy above the lowest of the compared OMol25 structures with the same formula, charge and spin = 334.6 kJ/mol

=====

Record 4
Here is a 2-piece molecular cluster, C4H7NOS overall from the OMol25 dataset. Energies are from wB97M-V/def2-TZVPD.

Geometry as XYZ:
```
14
Properties=species:S:1:pos:R:3:forces:R:3:lowdin_charge:R:1
O -0.871 -2.161 -0.694 -1.310 -0.365 -0.653 -0.031
H -1.028 -2.405 0.209 -0.005 -0.233 0.674 0.035
S 0.359 0.980 -1.310 -0.783 0.021 0.579 0.888
C 0.484 0.327 1.396 0.460 -0.090 1.024 -0.004
C 1.041 0.371 0.186 1.345 -0.623 0.076 -0.702
H -1.480 0.267 -0.046 -0.820 0.190 0.031 -0.007
H 1.122 -0.051 2.290 -1.660 0.703 -1.642 0.122
H -0.015 -1.778 -0.722 1.243 0.488 -0.031 -0.019
C -1.391 1.121 -0.702 0.416 2.714 -1.616 -0.366
N 3.497 -0.479 -0.088 -0.335 -0.179 0.028 0.162
H -0.545 0.731 1.429 0.950 -0.357 0.985 0.053
H -1.624 2.238 -0.323 0.594 -2.880 -0.314 0.102
C 2.394 -0.175 0.037 -0.140 0.795 -0.098 -0.271
H -1.944 1.015 -1.663 0.043 -0.183 0.958 0.038
```
Positions in Å, forces in eV/Å.

Multiplicity = 1
Molar mass = 117.173 g/mol
Strongest force on any atom = 3.19 eV/A
Gap between HOMO and LUMO = 9.537 eV
HOMO level = -0.3408 Ha
Energy above the lowest of the compared OMol25 structures with the same formula, charge and spin = 195.2 kJ/mol

=====

Record 5
Here is an isolated ion of composition C4H5N2 and charge +1 from the OMol25 dataset. Energies are from wB97M-V/def2-TZVPD.

Geometry as XYZ:
```
11
Properties=species:S:1:pos:R:3:forces:R:3:lowdin_charge:R:1
H -1.611 -1.803 0.208 -0.211 0.025 -0.059 0.110
C -1.640 -0.730 0.007 -0.045 -0.756 0.031 0.015
C 2.337 0.674 0.001 -0.143 -1.032 0.312 0.273
H -2.224 -0.251 0.791 0.139 0.077 0.015 0.106
H -2.117 -0.537 -0.954 0.066 -0.077 -0.005 0.108
H 3.126 1.387 0.000 0.339 0.394 -0.147 0.129
C -0.214 -0.284 -0.014 -0.713 -0.109 -0.358 -0.359
C -0.002 1.031 0.028 0.285 0.990 0.484 0.337
N 1.867 -0.407 -0.012 2.329 2.112 -0.388 0.029
H -0.369 2.028 -0.063 -0.115 0.347 -0.198 0.103
N 0.848 -1.110 0.008 -1.930 -1.973 0.313 0.150
```
Positions in Å, forces in eV/Å.

Multiplicity = 1
Molar mass = 81.098 g/mol
Strongest force on any atom = 3.17 eV/A
Gap between HOMO and LUMO (alpha / beta) = 6.928 / 7.705 eV
HOMO level (alpha / beta) = -0.5489 / -0.5567 Ha
Energy above the lowest of the compared OMol25 structures with the same formula, charge and spin = 581.3 kJ/mol
Total charge = +1